Computed, not measured: the ion C13H9ClNO2 with charge -1, with ωB97M-V with the def2-TZVPD basis set.

## Properties
SMILES: [O-]/C(=N\c1ccccc1)Oc1ccc(Cl)cc1
Charge: -1
Multiplicity: 1
E in eV: -31735.610

Geometry as XYZ:
```
26
Properties=species:S:1:pos:R:3:forces:R:3
O -5.32631 0.06141 1.14765 2.581 0.154 0.054
C -4.14210 0.23680 0.74233 -2.694 0.468 -1.833
N -3.73260 0.63418 -0.48385 0.914 -0.196 2.032
C -4.65302 0.95539 -1.43938 -1.308 0.318 -1.817
C -4.20829 1.57209 -2.66784 -0.140 -0.154 0.102
C -5.04433 1.83304 -3.77196 -0.969 -0.399 0.785
C -6.43259 1.50794 -3.67550 0.178 -0.079 0.037
C -6.93196 0.92442 -2.47880 0.917 0.654 -0.865
C -6.06122 0.69190 -1.40960 0.038 -0.085 0.022
O -3.18653 -0.02190 1.72567 2.274 -0.282 0.593
C -1.77309 -0.00926 1.76679 -0.063 -0.137 -0.199
C -1.05273 -1.21353 1.90763 -0.506 -0.163 0.465
C 0.26453 -1.26386 2.36818 0.641 -0.033 0.068
C 1.00153 -0.12134 2.67837 -1.938 0.011 -1.061
Cl 2.61775 -0.18786 3.30311 -0.135 0.026 -0.073
C 0.34690 1.07176 2.38414 0.553 0.074 0.048
C -0.97386 1.13551 1.91948 -0.415 0.205 0.477
H -3.15439 1.84022 -2.71908 -0.084 -0.118 -0.039
H -4.66006 2.28564 -4.71431 -0.187 -0.361 0.933
H -7.11558 1.71041 -4.52913 0.568 -0.185 0.660
H -8.00304 0.65806 -2.39499 0.749 0.220 -0.008
H -6.44330 0.28041 -0.49288 -0.130 -0.114 -0.026
H -1.55908 -2.16735 1.79942 -0.113 0.172 -0.177
H 0.78949 -2.20194 2.48548 -0.336 -0.310 0.009
H 0.94015 1.96335 2.52343 -0.300 0.399 -0.005
H -1.40859 2.12229 1.81663 -0.093 -0.085 -0.179
```
Forces are in eV/Å.


Computed, not measured: a structure of composition C19H22N5O6S2W, with ωB97M-V with the def2-TZVPD basis set.

## Properties
Charge: +1
Multiplicity: 3
E in eV: -63290.030

Geometry as XYZ:
```
55
Properties=species:S:1:pos:R:3:forces:R:3
W 0.51030 -0.58928 0.19639 0.466 0.616 0.162
C -1.54943 0.80466 3.82555 0.052 0.067 0.016
C -1.16088 0.30742 2.47776 -0.135 -0.208 -0.215
N 0.06766 0.30968 2.08847 -0.022 -0.021 0.174
N 1.02919 0.77287 2.92687 0.016 -0.047 -0.248
C 2.24438 0.73159 2.40712 -0.099 0.150 0.310
N 3.22753 1.16683 3.20715 0.048 -0.007 -0.058
S 2.72966 0.23265 0.80164 -0.033 -0.119 -0.023
C -2.13037 -0.28907 1.51626 0.253 0.025 0.304
C -3.48773 -0.37874 1.77731 -0.025 -0.024 -0.198
C -4.32455 -0.97056 0.84012 0.041 0.049 0.097
C -3.78995 -1.46208 -0.33790 0.091 -0.007 -0.038
C -2.42518 -1.35536 -0.53597 -0.146 0.030 0.051
N -1.61438 -0.79414 0.36505 -0.363 -0.047 0.151
H -1.13598 0.13935 4.58656 0.004 -0.009 -0.006
H -2.62294 0.87202 3.96183 -0.006 0.005 -0.006
H -1.10303 1.78413 3.99536 0.003 -0.004 -0.001
H 3.01002 1.42426 4.15501 -0.026 -0.011 0.002
H 4.18760 1.08441 2.92611 -0.009 -0.004 -0.014
H -3.88965 0.00729 2.69968 -0.026 -0.005 0.003
H -5.38510 -1.04540 1.03791 -0.005 -0.008 -0.017
H -4.40549 -1.92769 -1.09329 -0.014 0.002 0.006
H -1.95908 -1.72806 -1.43929 0.012 0.003 0.008
O 0.91110 -6.13118 -2.60254 0.004 0.020 -0.019
C 0.84569 -4.91804 -2.05001 -0.011 -0.001 -0.055
C 0.83328 -3.73538 -2.80175 0.013 -0.033 0.131
C 0.76460 -2.54584 -2.12166 -0.002 0.071 -0.071
N 0.71545 -2.48242 -0.78723 -0.033 -0.129 -0.127
C 0.72516 -3.61008 -0.06867 0.031 -0.056 -0.044
C 0.78402 -4.84928 -0.65479 0.007 0.079 0.031
C 0.68221 -3.33141 1.41244 0.073 -0.049 -0.133
O 0.60507 -4.20639 2.23043 0.012 0.046 0.057
O 0.75144 -2.04009 1.63179 -0.220 -0.011 -0.037
C 0.72747 -1.17809 -2.75223 0.010 -0.236 0.150
O 0.75896 -0.99047 -3.93692 0.005 0.080 -0.015
O 0.64981 -0.25647 -1.81332 -0.068 -0.040 -0.262
H 0.96853 -6.07857 -3.56513 -0.001 -0.009 0.024
H 0.88022 -3.72356 -3.88302 0.000 -0.007 -0.009
H 0.79242 -5.73749 -0.03907 0.000 -0.016 -0.014
C 1.68104 3.55369 -3.07485 0.024 0.020 0.008
C 1.59843 2.60816 -1.88627 0.119 0.021 -0.004
S -0.10096 2.31488 -1.39529 0.046 -0.117 -0.082
O -0.00505 1.51839 -0.07551 0.001 -0.263 0.025
C -0.58088 3.92548 -0.77416 -0.049 0.104 -0.028
C 0.32962 4.51612 0.28887 0.036 -0.006 -0.003
H 2.72121 3.63436 -3.38658 -0.006 -0.002 -0.019
H 1.33337 4.55752 -2.83217 0.006 0.008 0.009
H 1.10843 3.17939 -3.92329 -0.011 -0.007 -0.001
H 2.13918 2.95624 -1.00623 -0.028 0.036 -0.002
H 1.96687 1.61407 -2.13840 -0.023 0.095 -0.006
H -1.59482 3.76212 -0.40534 0.015 -0.030 0.023
H -0.66741 4.55506 -1.66245 -0.014 0.023 0.026
H 0.62976 3.76097 1.01567 -0.030 -0.016 -0.002
H -0.20038 5.30429 0.82162 0.004 0.014 -0.017
H 1.22359 4.95722 -0.14971 0.013 -0.018 0.007
```
Forces are in eV/Å.


Computed, not measured: a cluster of 2 separate species, C3HN3O2 in total, with ωB97M-V with the def2-TZVPD basis set.

## Properties
Charge: 0
Multiplicity: 1
E in eV: -11689.055

Geometry as XYZ:
```
9
Properties=species:S:1:pos:R:3:forces:R:3
C 2.74025 1.62070 -0.49820 0.934 0.534 -0.074
C -1.73717 -2.43827 -0.06777 -0.358 -2.004 -1.373
C -1.94227 0.99818 0.64090 0.310 -0.411 0.206
N -1.78550 -0.16630 0.66516 -0.184 0.285 -0.718
N 1.71144 2.03151 0.02257 -0.345 -1.363 -0.287
N -1.90889 -1.45562 0.58266 -0.107 0.599 1.183
O 3.81680 1.43897 -0.95441 -1.923 0.041 0.677
O -1.74432 -3.49584 -0.58527 0.377 1.497 0.691
H 0.84967 1.46667 0.19436 1.298 0.821 -0.305
```
Forces are in eV/Å.


Computed, not measured: a structure of composition C4H5MgO2, with ωB97M-V with the def2-TZVPD basis set.

## Properties
Charge: +2
Multiplicity: 2
E in eV: -13743.785

Geometry as XYZ:
```
12
Properties=species:S:1:pos:R:3:forces:R:3
O -1.01477 -0.45575 2.86388 -2.449 -0.755 4.538
C -0.75734 -0.91164 1.76872 3.998 2.916 -8.363
Mg -1.99374 -0.55960 4.52939 0.702 0.063 -0.953
H -1.49544 -1.19644 0.50957 0.542 0.289 -0.189
O 0.84984 1.33377 -2.28047 -0.033 -0.232 0.311
C 0.95727 0.17924 -1.47769 -0.455 0.386 -0.387
C 0.21172 0.42163 -0.20116 1.557 0.534 -2.425
C -0.29226 -0.59662 0.54276 -3.891 -3.074 7.236
H 0.82247 1.07369 -3.20541 0.100 0.099 -0.114
H 2.01447 -0.02462 -1.22718 -0.110 -0.064 0.079
H 0.56061 -0.71273 -1.98965 0.133 0.110 0.219
H 0.13716 1.44907 0.16724 -0.095 -0.272 0.047
```
Forces are in eV/Å.


Q: What is the formula in the first record?
A: C13H9ClNO2